1.
The following is a quantum chemistry calculation of 2 unconnected molecules or ions with the total composition C7H12O, from the Open Molecules 2025 dataset.

The orbital gap (spin up / spin down) comes out at 0.2843 / 0.2843 Ha. The LUMO energy (spin up / spin down) comes out at 0.33 / 0.33 eV. The calculation puts the HOMO energy (spin up / spin down) at -7.407 / -7.406 eV.

Each atom is followed by the atoms it is bonded to, with distances in Å.
Geometry (Å):
1 H -1.85 -2.04 1.02  C3 1.087
2 H 1.62 0.21 -2.22  C15 1.091
3 C -1.22 -1.61 0.25  H1 1.087, O6 1.371, H20 1.086
4 H 0.56 -1.83 -0.42  O6 0.966
5 H -0.84 1.11 1.94  C12 1.091
6 O -0.02 -2.28 0.20  C3 1.371, H4 0.966
7 H -1.69 2.21 -1.49  C13 1.089
8 C -0.52 0.66 -0.71  C9 1.362, C13 1.305
9 C 0.77 0.64 -0.27  C8 1.362, C11 1.400, C15 1.518
10 H -0.83 -0.50 1.31  C12 1.243
11 C 1.00 0.41 1.09  C9 1.400, C12 1.423, H16 1.084
12 C -0.12 0.29 1.96  H5 1.091, H10 1.243, C11 1.423, H18 1.087
13 C -1.60 1.15 -1.25  H7 1.089, C8 1.305, H14 1.087
14 H -2.46 0.53 -1.49  C13 1.087
15 C 1.91 0.66 -1.27  H2 1.091, C9 1.518, H17 1.092, H19 1.093
16 H 1.99 0.12 1.42  C11 1.084
17 H 2.78 0.14 -0.89  C15 1.092
18 H 0.08 -0.06 2.97  C12 1.087
19 H 2.20 1.70 -1.49  C15 1.093
20 H -1.75 -1.49 -0.69  C3 1.086



2.
The following is a quantum chemistry calculation of C7H12O in the gas phase at a distorted geometry, from the Open Molecules 2025 dataset.

The orbital gap comes out at 0.3918 Ha. The LUMO energy comes out at 1.00 eV. The calculation puts the HOMO energy at -9.664 eV. As for the SMILES: C[C@@]12CC[C@H]1COC2.

Each atom is followed by the atoms it is bonded to, with distances in Å.
Geometry (Å):
1 O -2.13 -0.21 -0.26  C8 1.485, C15 1.477
2 H 1.45 0.16 -1.86  C10 1.110
3 C 0.04 -1.00 -0.11  C9 1.504, H11 1.169, C14 1.543, C15 1.517
4 H 2.10 -1.86 -0.29  C14 1.120
5 C -0.01 1.24 1.09  H6 1.201, C9 1.497, H17 1.234, H20 1.189
6 H -0.89 0.76 1.75  C5 1.201
7 H -1.68 -2.25 0.17  C15 1.104
8 C -1.24 0.76 -0.93  O1 1.485, C9 1.489, H16 1.081, H18 1.129
9 C 0.04 0.50 -0.21  C3 1.504, C5 1.497, C8 1.489, C10 1.574
10 C 1.50 0.32 -0.76  H2 1.110, C9 1.574, H12 1.137, C14 1.567
11 H -0.09 -1.33 -1.22  C3 1.169
12 H 2.22 1.13 -0.40  C10 1.137
13 H -1.48 -0.96 1.51  C15 1.092
14 C 1.56 -0.97 0.12  C3 1.543, H4 1.120, C10 1.567, H19 1.036
15 C -1.35 -1.24 0.46  O1 1.477, C3 1.517, H7 1.104, H13 1.092
16 H -1.61 1.71 -0.55  C8 1.081
17 H 1.11 0.91 1.50  C5 1.234
18 H -1.30 0.67 -2.05  C8 1.129
19 H 1.94 -0.74 1.06  C14 1.036
20 H -0.17 2.41 0.98  C5 1.189



3.
The following is a quantum chemistry calculation of C7H12O in the gas phase at a distorted geometry, from the Open Molecules 2025 dataset.

The orbital gap comes out at 0.3944 Ha. The LUMO energy comes out at 1.00 eV. The calculation puts the HOMO energy at -9.730 eV. As for the SMILES: C=CCCCCC=O.

Each atom is followed by the atoms it is bonded to, with distances in Å.
Geometry (Å):
1 H -0.33 -1.69 0.08  C19 1.091
2 C 1.60 -0.95 -0.47  H9 1.096, C11 1.533, H13 1.083, C19 1.540
3 C -2.01 -0.09 1.52  C14 1.521, H16 1.083, C18 1.323
4 H -1.45 0.28 -1.42  C8 1.090
5 H -1.36 1.77 0.70  C14 1.086
6 H -0.06 0.79 1.35  C14 1.092
7 H 2.29 -0.50 -2.56  C11 1.102
8 C -0.65 0.30 -0.67  H4 1.090, H10 1.099, C14 1.544, C19 1.528
9 H 1.72 -0.32 0.42  C2 1.096
10 H 0.05 1.09 -0.94  C8 1.099
11 C 2.27 -0.08 -1.54  C2 1.533, H7 1.102, O17 1.210
12 H -3.89 -0.22 2.59  C18 1.091
13 H 2.15 -1.86 -0.30  C2 1.083
14 C -0.99 0.75 0.77  C3 1.521, H5 1.086, H6 1.092, C8 1.544
15 H 0.00 -1.67 -1.57  C19 1.084
16 H -1.96 -1.15 1.30  C3 1.083
17 O 2.87 0.90 -1.16  C11 1.210
18 C -3.06 0.36 2.19  C3 1.323, H12 1.091, H20 1.093
19 C 0.08 -1.04 -0.69  H1 1.091, C2 1.540, C8 1.528, H15 1.084
20 H -3.21 1.37 2.57  C18 1.093



4.
The following is a quantum chemistry calculation of C7H12O2 in the gas phase at a distorted geometry, from the Open Molecules 2025 dataset.

The orbital gap comes out at 0.3775 Ha. The LUMO energy comes out at 0.83 eV. The calculation puts the HOMO energy at -9.446 eV. As for the SMILES: C=C[C@@H](O)[C@@](C)(O)C=C.

Each atom is followed by the atoms it is bonded to, with distances in Å.
Geometry (Å):
1 H -1.77 2.17 -0.61  C8 1.086
2 H 0.64 2.67 1.23  C14 1.089
3 H 0.31 -0.78 2.11  C17 1.095
4 H 0.97 1.09 -1.12  C7 1.098
5 H -1.29 -0.07 1.81  C17 1.095
6 H 2.34 -0.08 0.40  O19 0.970
7 C 0.70 0.88 -0.08  H4 1.098, C14 1.512, O19 1.439, C21 1.577
8 C -1.13 2.64 0.14  H1 1.086, C14 1.339, H18 1.086
9 O -1.34 -0.33 -0.79  H13 0.972, C21 1.434
10 H 1.35 -2.11 0.09  C20 1.089
11 H -0.11 -1.65 -2.57  C12 1.087
12 C 0.56 -2.10 -1.84  H11 1.087, H16 1.086, C20 1.342
13 H -1.81 -1.18 -0.72  O9 0.972
14 C 0.05 2.13 0.49  H2 1.089, C7 1.512, C8 1.339
15 H -1.03 -1.77 1.50  C17 1.096
16 H 1.17 -2.94 -2.16  C12 1.086
17 C -0.55 -0.78 1.44  H3 1.095, H5 1.095, H15 1.096, C21 1.535
18 H -1.50 3.55 0.60  C8 1.086
19 O 1.93 0.75 0.66  H6 0.970, C7 1.439
20 C 0.65 -1.62 -0.58  H10 1.089, C12 1.342, C21 1.527
21 C -0.14 -0.45 -0.01  C7 1.577, O9 1.434, C17 1.535, C20 1.527



| no. | E_tot (eV) |
| --- | --- |
| 1 | -9495.9804 |
| 2 | -9497.6024 |
| 3 | -9499.4406 |
| 4 | -11546.8849 |